--- i ---
Entry from OMol25: a cluster of 2 separate species, C5H6S2 in total (ωB97M-V/def2-TZVPD).

Each line ends with the Mulliken charge.
Element x y z (Å)
1 C -2.23 0.51 -1.14  -0.371
2 C -1.80 -0.46 -1.69  -0.381
3 C 1.17 -0.84 1.00  -0.342
4 C 0.27 0.24 1.66  -0.550
5 C 0.98 0.52 0.37  0.236
6 S 1.79 0.40 -2.47  -0.328
7 S 0.87 1.42 -1.05  0.033
8 H -2.40 1.53 -0.98  0.397
9 H -1.66 -1.49 -1.87  0.366
10 H 2.28 -1.04 1.32  0.193
11 H 0.93 -1.77 0.55  0.263
12 H -0.76 0.12 1.80  0.252
13 H 0.55 0.85 2.50  0.233

Output
Kohn-Sham gap = 0.2668 Ha
Net charge = 0
LUMO = -0.873 eV

=====

--- ii ---
Entry from OMol25: the molecule C5H6S2 (ωB97M-V/def2-TZVPD).

Each line ends with the Mulliken charge.
Element x y z (Å)
1 C 1.93 1.66 -0.09  -1.184
2 C 0.61 1.05 -0.08  0.854
3 C -0.55 0.81 0.07  -0.539
4 C -2.14 0.20 0.02  0.129
5 S -3.33 1.25 0.28  -0.228
6 S -2.20 -1.47 -0.28  -0.017
7 C -0.52 -2.07 0.05  -0.738
8 H 2.48 1.59 -1.04  0.327
9 H 2.49 0.88 0.49  0.255
10 H 1.97 2.75 0.02  0.303
11 H 0.09 -2.00 -0.85  0.272
12 H -0.72 -3.21 0.43  0.298
13 H -0.13 -1.43 0.97  0.266

Output
Kohn-Sham gap = 0.3110 Ha
Net charge = 0
SMILES = CC#CC(=S)SC
LUMO = -0.302 eV

=====

--- iii ---
Entry from OMol25: a cluster of 2 separate species, C5H6S2 in total (ωB97M-V/def2-TZVPD).

Each line ends with the Mulliken charge.
Element x y z (Å)
1 C -0.08 -0.81 -0.13  -0.384
2 C -0.89 -0.23 0.90  -0.447
3 C -0.33 -0.05 -1.34  -0.552
4 C -1.67 0.73 0.32  -0.360
5 C -1.34 0.84 -1.10  -0.322
6 S 3.52 -0.04 0.43  -0.121
7 S 2.31 -1.48 1.04  -0.074
8 H 0.23 -1.84 -0.15  0.545
9 H -0.90 -0.55 1.92  0.364
10 H 0.14 -0.26 -2.28  0.382
11 H -2.44 1.31 0.81  0.388
12 H -1.84 1.47 -1.81  0.410
13 H 3.31 0.91 1.38  0.171

Output
Kohn-Sham gap = 0.2069 Ha
Net charge = 0
LUMO = -2.275 eV

=====

Energies, relative to the best one, in eV: i 2.183; ii 0.487; iii 0.000.

=====

--- i ---
Entry from OMol25: the ion C7H14N with charge +1 (ωB97M-V/def2-TZVPD).

Each line ends with the Mulliken charge.
Element x y z (Å)
1 C -2.25 0.11 -1.56  -1.096
2 C -1.88 -0.72 -0.67  -0.107
3 C -0.82 -0.64 0.37  0.735
4 C -0.85 -1.51 1.34  -1.031
5 C 0.14 0.60 0.40  0.296
6 C 0.11 1.46 1.72  -1.494
7 N 1.53 0.19 -0.09  -0.148
8 C 1.49 -0.63 -1.41  -0.941
9 H -3.16 -0.05 -2.16  0.263
10 H -1.96 1.06 -1.70  0.351
11 H -2.34 -1.69 -0.56  0.241
12 H -0.19 -1.36 2.15  0.296
13 H -1.43 -2.47 1.28  0.287
14 H -0.35 1.33 -0.38  0.139
15 H 0.68 0.92 2.54  0.321
16 H -0.88 1.51 2.04  0.431
17 H 0.56 2.34 1.49  0.485
18 H 2.17 -0.31 0.52  0.405
19 H 2.11 1.01 -0.51  0.433
20 H 0.88 -0.26 -2.20  0.385
21 H 2.54 -0.69 -1.92  0.326
22 H 1.09 -1.59 -1.13  0.421

Output
Kohn-Sham gap = 0.3549 Ha
Net charge = +1
SMILES = C=CC(=C)[C@@H](C)[NH2+]C
LUMO = -3.381 eV

=====

--- ii ---
Entry from OMol25: the ion C7H14N with charge +1 (ωB97M-V/def2-TZVPD).

Each line ends with the Mulliken charge.
Element x y z (Å)
1 C 2.07 -3.41 1.41  -0.760
2 C 1.10 -2.87 0.68  -0.238
3 C 1.16 -1.45 0.34  -0.084
4 C 0.30 -0.77 -0.40  -0.556
5 C 0.40 0.72 -0.65  -0.767
6 C -0.80 1.46 -0.09  0.333
7 C -2.18 0.93 -0.39  -1.525
8 N -0.66 2.95 -0.53  -0.272
9 H 2.03 -4.41 1.84  0.267
10 H 2.99 -2.90 1.68  0.236
11 H 0.31 -3.47 0.25  0.317
12 H 1.97 -0.91 0.83  0.216
13 H -0.45 -1.26 -1.01  0.443
14 H 0.56 0.92 -1.71  0.383
15 H 1.30 1.07 -0.13  0.452
16 H -0.73 1.51 0.99  0.228
17 H -2.97 1.47 0.12  0.419
18 H -2.19 -0.09 0.00  0.428
19 H -2.37 0.76 -1.45  0.395
20 H -1.17 3.50 0.16  0.376
21 H -1.00 3.08 -1.48  0.359
22 H 0.33 3.19 -0.46  0.347

Output
Kohn-Sham gap = 0.3062 Ha
Net charge = +1
SMILES = C=C/C=C/C[C@H](C)[NH3+]
LUMO = -3.549 eV

=====

Energies, relative to the best one, in eV: i 1.436; ii 0.000.

=====

--- i ---
Entry from OMol25: a cluster of 2 separate species, C7H14N in total (ωB97M-V/def2-TZVPD).

Each line ends with the Mulliken charge.
Element x y z (Å)
1 C 3.01 0.08 -0.69  -0.929
2 C 2.12 1.07 -0.60  0.063
3 C 1.19 1.42 -1.68  -0.171
4 C 0.27 2.37 -1.52  -0.784
5 H 3.13 -0.49 -1.60  0.294
6 H 3.71 -0.12 0.12  0.295
7 H 2.05 1.62 0.34  0.345
8 H 1.32 0.89 -2.61  0.339
9 H -0.39 2.68 -2.31  0.297
10 H 0.20 2.90 -0.57  0.286
11 C -2.65 -0.46 1.18  -1.223
12 C -1.39 -1.23 1.07  0.780
13 C -0.99 -2.32 1.70  -0.959
14 N -0.44 -0.65 0.08  -0.263
15 H -3.35 -0.98 1.83  0.375
16 H -2.46 0.53 1.60  0.329
17 H -3.11 -0.32 0.20  0.332
18 H -0.03 -2.78 1.53  0.273
19 H -1.63 -2.78 2.44  0.277
20 H -0.83 -0.56 -0.86  0.408
21 H 0.43 -1.18 0.02  0.316
22 H -0.17 0.31 0.34  0.320

Output
Kohn-Sham gap = 0.3529 Ha
Net charge = +1
LUMO = -3.274 eV

=====

--- ii ---
Entry from OMol25: a cluster of 2 separate species, C7H14N in total (ωB97M-V/def2-TZVPD).

Each line ends with the Mulliken charge.
Element x y z (Å)
1 C -2.79 0.30 -0.64  -0.559
2 C 1.77 0.37 -1.30  -0.228
3 C -1.56 0.56 -0.96  -0.193
4 C 0.16 -1.70 -0.65  -1.533
5 C -0.14 -0.54 1.64  -1.796
6 C 1.31 1.54 0.64  -0.829
7 C 0.15 -0.51 0.17  1.185
8 N 1.13 0.46 -0.21  0.184
9 H -3.60 1.02 -0.93  0.276
10 H -2.95 -0.43 0.10  0.298
11 H 1.65 -0.53 -1.93  0.293
12 H 2.53 1.15 -1.57  0.224
13 H -1.11 1.23 -1.64  0.362
14 H 1.31 -1.96 -0.61  0.396
15 H -0.23 -1.69 -1.69  0.336
16 H -0.47 -2.66 -0.30  0.338
17 H -0.81 0.27 1.95  0.441
18 H -0.65 -1.48 1.91  0.376
19 H 0.72 -0.49 2.27  0.497
20 H 1.27 1.13 1.68  0.271
21 H 0.37 2.11 0.51  0.361
22 H 2.27 2.10 0.41  0.300

Output
Kohn-Sham gap (spin up / spin down) = 0.2890 / 0.2890 Ha
Net charge = +1
LUMO (spin up / spin down) = -4.922 / -4.924 eV

=====

Energies, relative to the best one, in eV: i 0.000; ii 3.391.

=====

--- i ---
Entry from OMol25: the ion C7H14N with charge +1 (ωB97M-V/def2-TZVPD).

Each line ends with the Mulliken charge.
Element x y z (Å)
1 C -0.74 -1.69 -0.10  -1.648
2 C -0.58 -0.20 0.02  1.169
3 C -1.12 0.26 1.39  -1.684
4 C -1.35 0.50 -1.14  -1.898
5 N 0.90 0.14 -0.12  0.201
6 C 1.47 1.76 -0.14  -0.828
7 C 1.91 -0.70 0.58  -0.089
8 C 1.69 -0.87 -0.68  -0.280
9 H -0.36 -2.17 0.76  0.423
10 H -1.78 -1.91 -0.23  0.479
11 H -0.11 -1.88 -0.91  0.468
12 H -2.03 -0.19 1.56  0.506
13 H -1.41 1.26 1.43  0.482
14 H -0.40 -0.02 2.21  0.322
15 H -1.19 1.46 -1.22  0.604
16 H -1.20 -0.12 -2.02  0.393
17 H -2.35 0.36 -0.94  0.506
18 H 2.51 1.74 -0.10  0.417
19 H 1.04 2.24 -0.97  0.358
20 H 1.08 2.36 0.78  0.294
21 H 2.15 -0.98 1.54  0.376
22 H 1.88 -1.34 -1.68  0.427

Output
Kohn-Sham gap = 0.4211 Ha
Net charge = +1
SMILES = CC(C)(C)[N+]1(C)C=C1
LUMO = -3.652 eV

=====

--- ii ---
Entry from OMol25: a cluster of 2 separate species, C7H14N in total (ωB97M-V/def2-TZVPD).

Each line ends with the Mulliken charge.
Element x y z (Å)
1 C -3.88 0.74 -0.71  0.099
2 C -3.18 -0.06 -0.07  -0.130
3 C 1.05 0.05 1.61  -1.512
4 C 1.29 -1.28 -0.67  -1.762
5 C 1.96 1.05 -0.55  -1.286
6 C -2.41 -1.01 0.54  -0.233
7 C 0.94 0.00 0.05  1.334
8 N -0.41 0.42 -0.41  -0.434
9 H -4.49 1.56 -1.04  0.424
10 H 0.96 1.11 1.99  0.362
11 H 0.27 -0.59 1.98  0.382
12 H 2.03 -0.50 1.97  0.342
13 H 0.74 -2.22 -0.55  0.379
14 H 2.30 -1.51 -0.37  0.425
15 H 1.22 -1.25 -1.77  0.457
16 H 1.42 2.02 -0.81  0.377
17 H 2.71 1.43 0.22  0.318
18 H 2.44 0.80 -1.54  0.302
19 H -1.74 -1.67 0.00  0.312
20 H -2.18 -0.74 1.67  0.253
21 H -0.67 0.25 -1.39  0.300
22 H -0.37 1.39 -0.15  0.292

Output
Kohn-Sham gap (spin up / spin down) = 0.2350 / 0.2514 Ha
Net charge = +1
LUMO (spin up / spin down) = -7.160 / -6.994 eV

=====

--- iii ---
Entry from OMol25: the ion C7H14N with charge +1 (ωB97M-V/def2-TZVPD).

Each line ends with the Mulliken charge.
Element x y z (Å)
1 C -0.65 -2.22 2.21  -0.983
2 C -0.32 -1.23 1.45  0.465
3 C -1.07 -0.37 0.45  -1.266
4 C 0.33 0.05 -0.16  0.914
5 C 0.61 -0.66 -1.53  -1.887
6 N 0.51 1.48 -0.42  -0.040
7 C -0.49 2.20 -1.24  -0.745
8 C 1.05 -0.66 1.02  -1.029
9 H 0.16 -2.64 2.89  0.265
10 H -1.67 -2.36 2.15  0.351
11 H -1.71 -0.94 -0.15  0.448
12 H -1.55 0.37 0.96  0.462
13 H 1.61 -0.47 -1.83  0.478
14 H 0.04 -0.09 -2.24  0.444
15 H 0.47 -1.63 -1.45  0.555
16 H 0.50 1.98 0.54  0.489
17 H 1.45 1.55 -0.72  0.411
18 H -0.49 1.69 -2.20  0.298
19 H -1.52 1.99 -0.88  0.329
20 H -0.39 3.25 -1.27  0.403
21 H 1.53 0.15 1.69  0.276
22 H 1.60 -1.46 0.73  0.366

Output
Kohn-Sham gap = 0.3690 Ha
Net charge = +1
SMILES = C=C1CC(C)([NH2+]C)C1
LUMO = -3.297 eV

=====

Energies, relative to the best one, in eV: i 2.003; ii 2.989; iii 0.000.